119
Properties=species:S:1:pos:R:3:forces:R:3 method="wB97M-V/def2-TZVPD" charge=-1 orbital_gap_ev=5.951 homo_energy_ev=-3.71 de_lowest_kcal_mol=0.0
Y -0.270 0.651 -1.553 -0.5 -0.3 -1.0
C 2.544 3.060 0.468 0.0 0.0 0.2
C 1.332 3.928 0.807 0.1 0.0 0.1
C 1.470 4.457 2.233 0.1 0.1 0.0
P -0.297 3.095 0.439 -0.1 -0.4 0.1
C -1.395 4.538 -0.031 0.1 0.1 0.0
C -2.893 4.275 0.133 0.0 0.0 0.0
C -1.049 5.931 0.503 -0.1 0.0 0.0
C -0.912 2.425 2.045 0.0 0.0 0.1
C -1.539 3.242 2.998 0.0 -0.1 -0.1
C -2.101 2.713 4.148 0.0 -0.1 0.0
C -2.035 1.341 4.369 0.0 0.1 -0.1
C -1.380 0.529 3.457 0.1 0.1 -0.1
C -0.794 1.036 2.285 0.0 0.1 0.1
Si 0.279 -0.112 1.140 0.3 -0.3 0.7
C -0.444 -1.861 1.555 0.0 -0.1 0.1
C 0.128 -2.666 2.554 -0.1 0.1 -0.1
C -0.370 -3.921 2.875 -0.1 0.1 0.0
C -1.497 -4.398 2.219 0.0 0.1 -0.1
C -2.099 -3.615 1.242 0.1 0.0 0.0
C -1.572 -2.369 0.875 -0.2 0.0 0.1
P -2.383 -1.230 -0.345 0.1 0.1 0.3
C -3.765 -0.609 0.746 -0.1 -0.1 -0.1
C -4.234 0.791 0.353 0.0 0.0 -0.1
C -4.943 -1.557 0.966 -0.1 0.0 0.1
C -3.076 -2.215 -1.764 0.0 0.0 -0.1
C -3.633 -3.627 -1.585 0.0 -0.1 -0.1
C -4.074 -1.347 -2.544 -0.1 -0.1 0.0
C 1.930 -0.175 2.184 0.0 0.1 0.2
C 2.058 0.607 3.347 0.1 0.0 -0.2
C 3.220 0.638 4.107 0.0 0.0 -0.1
C 4.311 -0.131 3.732 0.0 0.0 -0.1
C 4.209 -0.929 2.602 -0.1 0.0 0.0
C 3.045 -0.968 1.827 0.1 0.0 0.0
P 2.896 -2.109 0.382 -0.6 0.3 0.1
C 3.806 -3.613 0.946 0.2 -0.1 0.0
C 3.031 -4.280 2.085 0.0 -0.1 -0.1
C 3.956 -4.571 -0.240 0.0 -0.1 0.0
C 4.026 -1.355 -0.880 0.2 -0.1 0.0
C 5.474 -1.122 -0.458 0.1 0.1 0.0
C 3.420 -0.058 -1.403 0.1 0.2 0.0
H 3.458 3.653 0.569 -0.1 0.0 0.0
H 2.500 2.694 -0.550 0.0 0.0 0.0
H 2.628 2.207 1.142 0.0 0.0 0.0
H 1.338 4.758 0.096 0.0 0.0 0.0
H 1.461 3.633 2.952 0.0 0.0 0.0
H 0.680 5.151 2.517 0.0 0.0 0.0
H 2.429 4.977 2.337 -0.1 0.0 0.0
H -1.201 4.550 -1.109 0.0 0.0 -0.1
H -3.186 4.169 1.179 0.0 0.0 0.0
H -3.210 3.391 -0.418 0.1 0.1 0.0
H -3.446 5.126 -0.279 0.0 0.0 0.0
H -1.284 6.047 1.564 0.0 0.0 0.0
H -1.658 6.662 -0.038 0.0 0.0 0.0
H -0.007 6.206 0.353 0.0 0.0 0.0
H -1.600 4.310 2.832 0.0 0.0 0.0
H -2.593 3.364 4.862 0.0 0.0 0.0
H -2.481 0.908 5.258 0.0 0.0 0.0
H -1.307 -0.533 3.668 0.0 0.0 0.0
H 1.006 -2.305 3.083 -0.2 0.0 0.0
H 0.116 -4.519 3.638 0.0 0.0 0.0
H -1.912 -5.368 2.468 0.0 0.0 0.0
H -2.988 -3.990 0.763 -0.1 0.0 0.0
H -3.240 -0.518 1.700 0.1 0.1 0.1
H -4.702 0.811 -0.634 0.0 0.0 0.0
H -3.398 1.490 0.327 0.0 -0.1 0.0
H -4.957 1.162 1.087 0.0 0.0 0.0
H -5.519 -1.713 0.053 0.0 0.0 0.0
H -5.620 -1.120 1.708 0.0 0.0 0.0
H -4.630 -2.531 1.346 0.0 0.0 0.0
H -2.193 -2.288 -2.404 0.1 0.0 -0.1
H -4.460 -3.676 -0.873 0.0 0.0 0.0
H -2.872 -4.347 -1.283 0.0 0.0 0.0
H -4.021 -3.955 -2.555 0.0 0.0 0.0
H -5.036 -1.281 -2.026 0.0 0.0 0.0
H -4.252 -1.809 -3.520 0.0 0.0 0.0
H -3.698 -0.339 -2.719 0.0 0.0 0.0
H 1.227 1.219 3.670 -0.1 0.0 0.0
H 3.270 1.264 4.991 0.0 0.0 0.0
H 5.228 -0.117 4.311 0.0 0.0 0.0
H 5.059 -1.542 2.326 0.0 0.0 0.0
H 4.804 -3.349 1.296 0.1 0.0 0.1
H 2.047 -4.616 1.735 0.2 0.1 0.0
H 2.866 -3.602 2.926 0.1 0.0 -0.1
H 3.574 -5.155 2.455 0.0 0.0 0.0
H 2.995 -4.714 -0.749 0.0 0.0 0.1
H 4.300 -5.553 0.100 0.0 0.0 0.0
H 4.674 -4.207 -0.977 0.0 0.0 0.0
H 4.007 -2.085 -1.697 0.1 0.0 0.0
H 5.527 -0.408 0.368 0.0 0.0 -0.1
H 6.039 -0.696 -1.292 0.0 0.0 0.0
H 5.984 -2.038 -0.151 0.0 0.0 0.0
H 3.332 0.682 -0.605 0.0 0.0 0.0
H 2.435 -0.196 -1.844 0.0 -0.2 0.0
H 4.047 0.377 -2.187 0.0 0.0 0.1
C -2.263 3.444 -4.717 0.0 0.0 0.1
C -1.918 2.108 -4.080 0.0 0.1 0.0
S -2.469 1.900 -2.399 0.1 0.2 -0.1
C -1.222 1.178 -4.754 0.0 0.0 0.0
C -0.764 1.416 -6.172 0.0 -0.1 0.0
S -0.683 -0.354 -4.048 0.1 0.0 0.1
H -2.863 4.046 -4.038 0.0 0.0 0.0
H -2.832 3.322 -5.644 0.0 0.0 0.0
H -1.361 4.015 -4.957 0.0 0.0 0.0
H -1.299 2.233 -6.656 0.0 0.0 0.0
H -0.897 0.510 -6.769 0.0 0.0 0.0
H 0.305 1.654 -6.190 0.0 0.0 0.0
C 1.344 -3.205 -3.395 0.0 0.0 0.0
C 0.621 -2.938 -2.106 0.2 -0.1 0.3
N 0.186 -4.002 -1.398 0.0 0.0 -0.2
O 0.498 -1.809 -1.654 -0.3 0.6 -0.1
H 1.254 -4.242 -3.720 0.0 0.0 0.0
H 2.399 -2.970 -3.236 0.0 0.0 0.0
H 0.962 -2.527 -4.158 0.0 0.0 0.0
H 0.226 -4.929 -1.776 0.0 0.0 0.0
H -0.264 -3.838 -0.507 0.0 0.0 0.0
Se 2.294 4.875 -3.058 -0.1 -0.2 0.1
C 1.620 3.256 -2.699 0.0 0.1 -0.3
N 1.186 2.199 -2.456 0.3 0.4 -0.1

***

47
Properties=species:S:1:pos:R:3:forces:R:3 method="wB97M-V/def2-TZVPD" orbital_gap_ev=9.697 smiles=COC[C@H](C)N.CC(C)O.CC(C)O.CO homo_energy_ev=-9.12
C -15.804 5.467 -1.495 0.5 -0.8 0.9
O -16.102 6.802 -1.255 -0.9 -0.2 -0.6
C -15.242 7.439 -0.398 0.9 -1.1 0.8
C -15.265 8.868 -0.760 -1.4 2.3 1.7
C -14.964 9.272 -2.196 -0.1 -0.8 -0.4
N -14.404 9.561 0.215 0.2 0.7 -0.8
H -16.660 4.866 -1.212 -0.2 -0.3 -0.1
H -14.927 5.108 -0.905 -0.5 0.3 -0.3
H -15.564 5.332 -2.528 0.0 -0.2 -0.8
H -15.546 7.239 0.699 0.5 0.5 -1.3
H -14.229 7.026 -0.558 0.0 0.2 0.3
H -16.325 9.164 -0.539 0.5 -0.1 -0.4
H -14.673 10.316 -2.282 -0.2 0.2 0.3
H -15.865 9.095 -2.824 0.8 0.1 0.3
H -14.106 8.723 -2.604 -0.2 -0.1 0.1
H -14.494 9.177 1.141 0.0 0.0 0.1
H -14.644 10.553 0.260 0.2 -0.4 -0.1
C -13.082 9.526 4.189 -0.2 -0.6 -1.7
C -12.515 8.298 3.479 0.8 2.1 -2.2
C -12.206 7.090 4.275 -1.2 -0.1 1.6
O -13.387 8.061 2.344 0.7 -0.2 0.3
H -13.971 9.186 4.693 -0.5 0.4 0.5
H -13.319 10.273 3.393 -0.1 -0.6 0.7
H -12.359 9.973 4.812 0.7 0.4 1.2
H -11.611 8.641 2.929 -0.1 -0.3 0.5
H -11.826 6.302 3.657 0.1 -0.6 -0.2
H -13.116 6.783 4.850 0.4 -0.2 -0.6
H -11.506 7.301 5.080 0.4 0.2 -0.2
H -14.050 7.441 2.598 -0.9 -0.9 0.4
C -9.059 5.161 2.617 -0.6 -0.3 0.6
C -9.953 3.968 2.848 0.0 -1.1 -0.2
C -11.020 3.802 1.800 0.2 0.8 0.6
O -9.224 2.720 2.716 0.8 0.4 0.3
H -8.479 4.949 1.754 0.7 0.0 -0.8
H -8.417 5.294 3.483 0.2 0.3 -0.1
H -9.666 6.048 2.421 0.1 0.1 0.2
H -10.323 3.973 3.868 -0.5 0.3 0.2
H -11.556 2.901 2.006 -0.3 -0.7 -0.3
H -10.513 3.822 0.850 0.0 -0.4 -0.5
H -11.705 4.613 1.816 -0.8 0.8 0.0
H -9.463 2.189 3.474 0.1 -0.3 0.1
C -11.451 6.869 -0.159 -1.0 0.0 -0.5
O -11.581 8.277 -0.325 0.5 -0.8 0.2
H -11.968 6.324 -0.969 0.5 0.1 -0.3
H -10.387 6.641 -0.173 -0.1 -0.2 0.2
H -11.994 6.451 0.710 0.7 0.6 0.2
H -12.482 8.520 -0.112 -0.6 0.5 0.2

***

55
Properties=species:S:1:pos:R:3:forces:R:3 method="wB97M-V/def2-TZVPD" charge=-2 orbital_gap_ev="5.162 / 5.507" homo_energy_ev="-1.61 / -1.95" de_lowest_kcal_mol=45.6
Sc 0.339 -0.224 -0.015 0.8 -0.1 0.1
O 4.235 -2.228 -0.592 -0.1 0.0 0.0
C 2.957 -1.757 -0.656 0.2 0.0 0.2
O 2.480 -1.153 0.332 -0.2 0.0 -0.2
C 2.211 -1.996 -1.821 0.0 -0.2 -0.3
C 2.556 -2.879 -2.883 0.0 0.2 0.3
C 1.594 -3.262 -3.763 -0.2 -0.1 -0.2
C 0.249 -2.815 -3.583 0.2 0.0 0.0
C 0.013 -1.921 -2.582 -0.3 0.0 -0.1
N 0.966 -1.422 -1.774 0.0 0.0 0.2
C -1.343 -1.413 -2.204 0.1 -0.1 0.0
O -2.421 -1.915 -2.724 0.0 0.1 0.0
O -1.399 -0.492 -1.389 0.0 0.0 -0.1
H 4.521 -2.022 0.308 0.0 0.0 0.0
H 3.566 -3.262 -2.937 0.0 0.0 0.0
H 1.824 -3.955 -4.562 0.0 0.0 0.0
H -0.558 -3.205 -4.183 0.0 0.0 0.0
H -2.389 -2.943 -2.824 0.0 0.0 0.0
O 1.999 1.363 0.074 -0.3 0.1 -0.1
C 2.486 1.929 1.040 0.0 0.0 0.0
C 2.300 1.600 2.433 0.0 0.0 0.0
C 3.058 2.313 3.356 0.0 0.0 0.0
C 2.971 2.022 4.699 0.0 0.0 0.0
C 2.112 1.002 5.157 0.0 0.0 0.0
C 1.354 0.298 4.273 0.0 0.0 0.0
C 1.395 0.566 2.862 0.0 0.1 0.0
O 0.650 -0.073 2.077 0.0 0.0 -0.1
N 3.769 2.765 5.641 0.0 0.0 0.0
O 4.513 3.641 5.220 0.0 0.0 0.0
O 3.677 2.484 6.829 0.0 0.0 0.0
H 3.161 2.783 0.852 0.1 0.0 0.0
H 3.724 3.096 3.020 0.0 0.0 0.0
H 2.069 0.795 6.216 0.0 0.0 0.0
H 0.682 -0.485 4.599 0.0 0.0 0.0
Se -2.512 -5.015 -2.575 -0.1 -0.1 0.2
Sb -2.956 -4.949 -0.138 0.1 -0.2 -0.4
Se -2.766 -1.791 1.200 -0.1 0.3 0.0
Se -0.663 -2.742 0.717 -0.1 0.2 0.4
Se -2.504 -7.152 0.702 0.0 0.1 0.0
O 0.116 1.706 -2.059 0.0 0.0 0.0
S -0.720 2.507 -1.183 -0.1 -0.1 0.2
O -0.317 3.884 -1.036 0.0 0.0 0.1
N -0.853 1.692 0.230 -0.1 0.0 -0.1
C -2.171 1.381 0.495 0.0 -0.3 0.3
S -2.548 0.384 1.876 0.1 0.0 -0.1
C -3.089 1.781 -0.525 -0.2 0.1 -0.1
C -4.474 1.586 -0.622 0.1 0.0 0.1
C -5.136 2.050 -1.740 0.0 0.0 -0.1
C -4.460 2.710 -2.775 0.0 0.0 0.0
C -3.089 2.904 -2.695 0.0 0.0 0.0
C -2.434 2.429 -1.577 0.1 0.0 -0.1
H -4.995 1.057 0.165 0.0 0.0 0.0
H -6.203 1.888 -1.828 0.0 0.0 0.0
H -5.008 3.054 -3.643 0.0 0.0 0.0
H -2.540 3.400 -3.486 0.0 0.0 0.0